Entry 1:
Below is an isolated molecule of C5H8N2S in a non-equilibrium geometry, with properties calculated with wB97M-V/def2-TZVPD.

Results
**E_tot**: -702.91195 a.u.
**Multiplicity**: 1
**Frontier orbital gap**: 8.76 eV

Geometry (Å):
C: -0.715 1.302 -0.365
C: -1.737 0.182 -0.292
C: -1.624 -1.129 -0.077
C: -0.250 -1.872 0.005
C: 0.696 1.105 -0.958
H: 0.119 1.324 1.661
H: -0.030 2.822 0.743
H: -1.157 2.196 -0.936
H: -2.765 0.602 -0.397
H: -2.521 -1.667 0.069
H: -0.285 -2.522 1.036
H: 0.154 -2.560 -0.836
H: 1.045 2.017 -1.632
N: -0.517 1.940 0.985
N: 1.539 0.175 -0.665
S: 1.254 -0.909 0.511

Mulliken atomic charge list, values in e, 6 entries:
1 C -0.074
2 C -0.350
3 C -0.316
4 C -0.586
5 C 0.056
6 H 0.322

***

Entry 2:
Below is a structure of composition C17H12BF6N9O4S7W, with properties calculated with wB97M-V/def2-TZVPD.

Results
**E_tot**: -4927.16726 a.u.
**Charge**: +1
**Multiplicity**: 2
**Frontier orbital gap (alpha / beta)**: 5.81 / 6.54 eV

Geometry (Å):
W: 0.756 0.774 -0.179
C: -0.176 0.399 4.062
C: 0.489 1.003 3.015
N: 0.202 0.383 1.854
N: -0.666 -0.615 2.159
C: -0.895 -0.628 3.474
B: -1.281 -1.570 1.099
N: -0.114 -2.242 0.369
C: 0.181 -3.532 0.192
C: 1.407 -3.621 -0.437
C: 1.812 -2.314 -0.608
N: 0.883 -1.455 -0.138
N: -2.010 -0.688 0.063
C: -3.191 -0.819 -0.541
C: -3.355 0.227 -1.434
C: -2.189 0.957 -1.335
N: -1.358 0.388 -0.441
N: -2.240 -2.502 1.782
C: -3.473 -2.198 2.284
C: -3.840 -3.200 3.139
C: -2.742 -4.085 3.129
N: -1.783 -3.659 2.333
H: -0.137 0.662 5.103
H: 1.157 1.845 3.044
H: -1.548 -1.367 3.909
H: -0.486 -4.291 0.560
H: 1.940 -4.512 -0.715
H: 2.740 -1.973 -1.021
H: -3.840 -1.644 -0.304
H: -4.201 0.423 -2.067
H: -1.901 1.843 -1.873
H: -3.987 -1.290 2.017
H: -4.761 -3.287 3.688
H: -2.620 -5.011 3.666
F: 2.769 2.688 -2.679
C: 3.732 1.819 -2.978
F: 4.809 2.093 -2.265
F: 4.003 1.877 -4.267
S: 3.181 0.102 -2.548
O: 2.597 0.254 -1.188
O: 4.333 -0.718 -2.596
N: 2.098 -0.317 -3.598
S: 0.577 -0.027 -3.356
O: -0.258 -1.168 -3.257
O: 0.429 1.012 -2.293
C: 0.091 0.922 -4.860
F: 0.281 0.169 -5.923
F: -1.192 1.240 -4.745
F: 0.820 2.024 -4.937
S: 2.187 7.299 2.969
C: 1.907 5.899 2.226
S: 3.030 4.549 2.255
C: 2.073 3.470 1.287
C: 0.863 3.951 0.844
S: -0.124 2.985 -0.131
S: 0.443 5.566 1.315
S: 2.575 1.910 0.880

Mulliken atomic charge list, values in e, 6 entries:
1 W 3.298
2 C -1.416
3 C 0.042
4 N -0.721
5 N 0.991
6 C 0.043

***

Entry 3:
Below is a structure of composition C5H9O3Sn in a non-equilibrium geometry, with properties calculated with wB97M-V/def2-TZVPD.

Results
**E_tot**: -635.37908 a.u.
**Charge**: +1
**Multiplicity**: 1
**Frontier orbital gap (alpha / beta)**: 6.72 / 6.72 eV

Geometry (Å):
O: 1.211 -1.666 0.474
C: 1.072 -1.498 -0.795
C: 1.843 -0.301 -1.339
H: -1.457 -1.309 -0.608
H: 2.888 -0.549 -1.571
H: 1.403 -0.149 -2.342
O: -1.396 -0.229 1.251
C: -1.520 0.154 -0.030
C: -0.694 1.459 -0.123
O: 0.630 1.135 0.321
C: 1.725 1.025 -0.596
Sn: 0.499 -0.306 1.683
H: -1.652 0.075 -1.131
H: -1.136 2.309 0.413
H: -0.636 1.754 -1.183
H: 2.634 1.191 -0.005
H: 1.645 1.854 -1.310
H: 0.351 -1.647 -1.625

Mulliken atomic charge list, values in e, 6 entries:
1 O -0.524
2 C 0.066
3 C -0.453
4 H 0.055
5 H 0.409
6 H 0.328

***

Entry 4:
Below is an isolated molecule of C4H5NO2, with properties calculated with wB97M-V/def2-TZVPD.

Results
**E_tot**: -360.62361 a.u.
**Multiplicity**: 1
**Frontier orbital gap**: 10.55 eV

Geometry (Å):
O: 1.548 -1.944 0.572
C: 1.539 -0.738 0.503
C: 0.540 0.023 -0.347
C: -0.865 -0.615 -0.419
N: -1.777 0.464 -0.043
C: -1.047 1.438 0.295
O: 0.305 1.326 0.220
H: 2.280 -0.110 1.038
H: 0.988 0.167 -1.341
H: -1.102 -0.990 -1.418
H: -0.959 -1.451 0.283
H: -1.397 2.400 0.655

Mulliken atomic charge list, values in e, 6 entries:
1 O -0.464
2 C -0.151
3 C 0.329
4 C -0.480
5 N -0.511
6 C 0.086

***

Entry 5:
Below is an isolated molecule of C3H6O, with properties calculated with wB97M-V/def2-TZVPD.

Results
**E_tot**: -193.09635 a.u.
**Multiplicity**: 1
**Frontier orbital gap**: 11.43 eV

Geometry (Å):
C: -1.231 0.276 0.102
C: 0.069 -0.446 -0.121
C: 1.402 0.157 -0.080
O: 0.939 -0.678 0.975
H: -2.021 -0.441 0.350
H: -1.506 0.753 -0.844
H: -1.178 1.022 0.900
H: -0.042 -1.295 -0.797
H: 2.180 -0.284 -0.706
H: 1.550 1.208 0.168

Mulliken atomic charge list, values in e, 6 entries:
1 C -1.124
2 C 0.223
3 C -0.331
4 O -0.419
5 H 0.277
6 H 0.278

***

Entry 6:
Below is an isolated molecule of C6H10O in a non-equilibrium geometry, with properties calculated with wB97M-V/def2-TZVPD.

Results
**E_tot**: -309.78391 a.u.
**Multiplicity**: 1
**Frontier orbital gap**: 9.26 eV

Geometry (Å):
C: 2.219 -0.044 -0.121
C: 0.740 -0.139 -0.028
C: 0.050 -0.898 0.829
C: -1.392 -0.923 0.442
C: -1.590 0.212 -0.571
C: -0.215 0.899 -0.593
O: -0.186 1.998 0.318
H: 2.532 0.834 0.449
H: 2.581 0.070 -1.149
H: 2.687 -0.935 0.311
H: 0.422 -1.663 1.500
H: -2.223 -1.325 1.025
H: -0.914 -1.738 -0.169
H: -1.809 -0.291 -1.514
H: -2.381 0.958 -0.413
H: 0.029 1.323 -1.572
H: -0.513 1.626 1.153

Mulliken atomic charge list, values in e, 6 entries:
1 C -1.388
2 C 0.470
3 C -0.672
4 C -0.460
5 C -0.717
6 C -0.140

***

Entry 7:
Below is an isolated molecule of C4H5N3O in a non-equilibrium geometry, with properties calculated with wB97M-V/def2-TZVPD.

Results
**E_tot**: -394.75282 a.u.
**Multiplicity**: 1
**Frontier orbital gap**: 10.28 eV

Geometry (Å):
C: -0.549 1.727 0.692
C: 0.935 1.533 0.302
C: -0.204 -0.462 -0.337
C: -0.499 -2.620 -0.863
H: -1.101 1.168 1.615
H: -0.821 2.856 0.302
H: 1.551 2.461 -0.089
H: 1.502 0.817 0.727
H: -0.510 -3.496 -1.353
N: -0.091 0.853 -0.505
N: 0.459 -1.116 0.599
N: -0.048 -2.418 0.292
O: -0.625 -1.302 -1.383

Mulliken atomic charge list, values in e, 6 entries:
1 C -0.238
2 C -0.469
3 C 0.600
4 C 0.004
5 H 0.278
6 H 0.219

***

Entry 8:
Below is a structure of composition C23H17Cl4MnN4O2S3 in a non-equilibrium geometry, with properties calculated with wB97M-V/def2-TZVPD.

Results
**E_tot**: -5442.53161 a.u.
**Charge**: -1
**Multiplicity**: 2
**Frontier orbital gap (alpha / beta)**: 5.74 / 5.40 eV

Geometry (Å):
Mn: 1.063 -0.632 0.178
C: 1.550 0.954 4.580
C: 1.015 0.341 3.312
S: 2.216 -0.063 2.112
C: -0.283 0.107 3.066
C: -1.406 0.468 4.003
S: -0.773 -0.621 1.558
H: 2.588 0.654 4.719
H: 0.971 0.639 5.451
H: 1.523 2.046 4.524
H: -1.113 0.367 5.049
H: -2.267 -0.173 3.809
H: -1.717 1.503 3.831
Cl: 6.957 -3.178 -1.721
C: 5.368 -2.980 -1.087
C: 4.757 -4.048 -0.396
Cl: 5.602 -5.535 -0.201
C: 3.484 -3.911 0.128
Cl: 2.716 -5.203 0.966
C: 2.798 -2.691 -0.014
O: 1.651 -2.430 0.463
C: 3.416 -1.607 -0.745
O: 2.704 -0.553 -0.852
C: 4.706 -1.777 -1.269
Cl: 5.434 -0.470 -2.123
S: -0.475 -1.390 -1.398
C: -1.309 0.185 -1.292
N: -2.579 0.354 -1.487
N: -3.292 -0.744 -1.659
C: -4.672 -0.736 -1.631
C: -5.353 -1.956 -1.633
C: -6.734 -1.981 -1.585
C: -7.461 -0.799 -1.546
C: -6.784 0.414 -1.558
C: -5.402 0.455 -1.601
N: -0.549 1.290 -1.111
N: 0.581 1.113 -0.571
C: 1.437 2.224 -0.821
C: 2.397 2.639 0.096
C: 3.234 3.700 -0.207
C: 3.136 4.356 -1.425
C: 2.173 3.952 -2.338
C: 1.325 2.902 -2.039
H: -2.794 -1.627 -1.564
H: -4.784 -2.878 -1.657
H: -7.249 -2.934 -1.561
H: -8.542 -0.823 -1.503
H: -7.342 1.341 -1.520
H: -4.860 1.391 -1.595
H: 2.484 2.134 1.046
H: 3.974 4.014 0.519
H: 3.811 5.170 -1.661
H: 2.089 4.456 -3.293
H: 0.580 2.572 -2.748

Mulliken atomic charge list, values in e, 6 entries:
1 Mn -0.006
2 C -1.510
3 C 0.506
4 S -0.360
5 C 0.718
6 C -1.428